# C7H11ClSSi

2 unconnected molecules or ions with the total composition C7H11ClSSi (ωB97M-V/def2-TZVPD, the OMol25 dataset).

highest occupied orbital energy (spin up / spin down) = -0.313 / -0.260 Ha
spin multiplicity = 1

Each atom is followed by the atoms it is bonded to, with distances in Å.
Atoms and positions in Å:
1 Cl 0.40030 -1.43280 -3.33742  Si3 2.038
2 S 0.08829 -0.57730 2.84037  C4 1.688, C7 1.726
3 Si 1.34844 -0.33777 -1.90318  Cl1 2.038, C5 1.901, C8 1.928
4 C -0.61771 -0.51097 1.30896  S2 1.688, C10 1.368
5 C 2.75905 -1.19951 -0.96447  Si3 1.901, H11 1.107, H12 1.076, H16 0.992
6 C -2.71474 0.02279 0.13859  C10 1.477, H15 1.057, H17 1.101, H20 1.055
7 C -1.31673 0.08273 3.59598  S2 1.726, C9 1.337, H21 1.020
8 C 1.94566 1.40286 -2.47976  Si3 1.928, H14 1.180, H18 1.098, H19 1.130
9 C -2.25608 0.31326 2.67362  C7 1.337, C10 1.398, H13 1.076
10 C -1.89370 -0.02159 1.36531  C4 1.368, C6 1.477, C9 1.398
11 H 2.42653 -1.99225 -0.26626  C5 1.107
12 H 3.34919 -0.39080 -0.57065  C5 1.076
13 H -3.28580 0.58725 2.82168  C9 1.076
14 H 1.28598 1.73573 -3.39942  C8 1.180
15 H -2.77895 1.06623 -0.02047  C6 1.057
16 H 3.25358 -1.82838 -1.55068  C5 0.992
17 H -2.07397 -0.30578 -0.69434  C6 1.101
18 H 3.02227 1.21117 -2.57641  C8 1.098
19 H 1.94753 2.22238 -1.70116  C8 1.130
20 H -3.68201 -0.39851 0.14595  C6 1.055
21 H -1.20713 0.35125 4.57377  C7 1.020

Löwdin atomic charge list, values in e, 8 entries: 0.254, 0.923, 0.277, -0.309, -0.242, -0.060, -0.405, -0.274

# C3H5NO3

2 unconnected molecules or ions with the total composition C3H5NO3 (ωB97M-V/def2-TZVPD, the OMol25 dataset).

highest occupied orbital energy = -0.321 Ha
spin multiplicity = 1
SMILES = C=COO.N#CO

Each atom is followed by the atoms it is bonded to, with distances in Å.
Atoms and positions in Å:
1 O 0.52109 -0.96569 -0.01538  O3 1.416, C6 1.389
2 O -3.41501 0.99334 -1.54953  C7 1.279, H10 0.966
3 O 0.10503 -1.20232 1.31698  O1 1.416, H9 0.979
4 N -2.09420 0.16720 0.24841  C7 1.155
5 C 2.43374 0.28724 0.78182  C6 1.326, H8 1.074, H12 1.075
6 C 1.62302 -0.13606 -0.17853  O1 1.389, C5 1.326, H11 1.083
7 C -2.51601 0.54659 -0.75709  O2 1.279, N4 1.155
8 H 3.45141 0.56980 0.58914  C5 1.074
9 H -0.78644 -0.79846 1.33612  O3 0.979
10 H -3.44331 0.54226 -2.40338  O2 0.966
11 H 1.99017 -0.31795 -1.18151  C6 1.083
12 H 2.13052 0.31404 1.81295  C5 1.075

Löwdin atomic charge list, values in e, 8 entries: -0.160, 0.141, -0.044, 0.198, 0.011, -0.208, -0.327, 0.046

# C8H32N16O8

8 unconnected molecules or ions with the total composition C8H32N16O8 (ωB97M-V/def2-TZVPD, the OMol25 dataset).

highest occupied orbital energy = -0.339 Ha
spin multiplicity = 1
SMILES = NC(N)=O.NC(N)=O.NC(N)=O.NC(N)=O.NC(N)=O.NC(N)=O.NC(N)=O.NC(N)=O

Each atom is followed by the atoms it is bonded to, with distances in Å.
Atoms and positions in Å:
1 O 5.04320 -0.25749 0.38135  C28 1.209
2 O -1.87840 -0.76408 -0.85481  C25 1.224
3 O 3.14000 -2.81363 -2.78493  C32 1.216
4 O 1.86040 3.06330 1.30823  C29 1.216
5 O 4.01329 1.90866 3.59498  C27 1.219
6 O -2.86088 -4.82412 -0.47496  C30 1.213
7 O -5.71763 -1.14201 -4.44425  C31 1.220
8 O -3.13059 2.24079 -1.76834  C26 1.228
9 N 4.61445 -2.73794 -1.06129  C32 1.358, H40 1.001, H54 1.002
10 N -3.85066 -1.02159 -3.16872  C31 1.355, H57 1.002, H59 1.007
11 N 3.92068 1.70290 0.01755  C28 1.356, H35 1.021, H51 1.011
12 N -3.90203 -2.75926 -0.53526  C30 1.374, H44 1.010, H61 1.001
13 N -2.65161 3.47114 -3.64176  C26 1.364, H43 1.005, H48 1.002
14 N -1.01535 2.27437 -2.53840  C26 1.366, H46 1.005, H64 1.004
15 N -5.09265 0.83968 -3.49673  C31 1.362, H47 1.003, H56 1.012
16 N -0.38442 2.82514 1.60147  C29 1.358, H42 1.000, H60 1.003
17 N -0.52109 -0.37827 0.88834  C25 1.359, H34 1.003, H55 1.006
18 N 2.51711 0.46859 4.45343  C27 1.371, H38 1.004, H53 1.000
19 N 0.34935 -0.55275 -1.24241  C25 1.358, H39 1.005, H41 1.006
20 N 4.43950 0.94282 5.61463  C27 1.352, H33 1.002, H49 1.004
21 N -4.90516 -4.53398 0.47215  C30 1.382, H58 1.002, H63 1.003
22 N 0.94993 3.28163 3.39392  C29 1.384, H45 1.000, H50 1.008
23 N 2.37528 -2.80163 -0.63483  C32 1.378, H36 1.008, H62 1.002
24 N 2.94717 0.16237 1.25250  C28 1.377, H37 1.008, H52 1.004
25 C -0.74700 -0.54930 -0.44085  O2 1.224, N17 1.359, N19 1.358
26 C -2.32853 2.64497 -2.60534  O8 1.228, N13 1.364, N14 1.366
27 C 3.70548 1.15056 4.49850  O5 1.219, N18 1.371, N20 1.352
28 C 4.06229 0.44073 0.49361  O1 1.209, N11 1.356, N24 1.377
29 C 0.88662 3.02575 2.03530  O4 1.216, N16 1.358, N22 1.384
30 C -3.78477 -4.08674 -0.20152  O6 1.213, N12 1.374, N21 1.382
31 C -4.95457 -0.49197 -3.74802  O7 1.220, N10 1.355, N15 1.362
32 C 3.36748 -2.83231 -1.59087  O3 1.216, N9 1.358, N23 1.378
33 H 5.27693 1.45510 5.81494  N20 1.002
34 H 0.37690 -0.61718 1.26540  N17 1.003
35 H 3.53075 2.28822 0.75782  N11 1.021
36 H 1.52650 -3.25466 -0.93671  N23 1.008
37 H 2.91708 -0.78819 1.58525  N24 1.008
38 H 2.42297 -0.28501 5.10962  N18 1.004
39 H 0.15618 -0.65772 -2.22309  N19 1.005
40 H 5.41625 -2.52979 -1.62290  N9 1.001
41 H 1.28440 -0.38810 -0.90991  N19 1.006
42 H -1.16243 2.83893 2.23017  N16 1.000
43 H -1.95378 3.41422 -4.36222  N13 1.005
44 H -3.12545 -2.27507 -0.96285  N12 1.010
45 H 0.13485 3.47427 3.94037  N22 1.000
46 H -0.79024 1.51349 -1.92169  N14 1.005
47 H -5.75280 1.30638 -4.08972  N15 1.003
48 H -3.62355 3.66673 -3.78652  N13 1.002
49 H 4.00033 0.49035 6.39656  N20 1.004
50 H 1.89344 3.50450 3.67131  N22 1.008
51 H 4.80307 2.02885 -0.35188  N11 1.011
52 H 2.05848 0.59724 1.07910  N24 1.004
53 H 1.94962 0.60588 3.64193  N18 1.000
54 H 4.74201 -3.09872 -0.13499  N9 1.002
55 H -1.36924 -0.50394 1.41485  N17 1.006
56 H -4.40096 1.31607 -2.93223  N15 1.012
57 H -3.66534 -1.99412 -3.32214  N10 1.002
58 H -4.98766 -5.50274 0.71312  N21 1.002
59 H -3.37659 -0.47822 -2.46558  N10 1.007
60 H -0.48211 2.56063 0.63840  N16 1.003
61 H -4.81625 -2.35315 -0.58062  N12 1.001
62 H 2.58600 -2.83112 0.34468  N23 1.002
63 H -5.73775 -3.98002 0.39729  N21 1.003
64 H -0.29850 2.58054 -3.17040  N14 1.004

Löwdin atomic charge list, values in e, 8 entries: 0.042, 0.002, 0.030, 0.019, 0.024, 0.026, 0.012, 0.000

# C8H13IN3

2 unconnected molecules or ions with the total composition C8H13IN3 (ωB97M-V/def2-TZVPD, the OMol25 dataset).

highest occupied orbital energy (spin up / spin down) = -0.375 / -0.375 Ha
spin multiplicity = 1
net charge = +1

Each atom is followed by the atoms it is bonded to, with distances in Å.
Atoms and positions in Å:
1 I 3.43295 0.58757 0.21443  C9 2.175
2 N 2.59149 -2.38527 1.32416  C5 1.324, H17 0.993, H20 1.030
3 N 2.02191 -0.52357 -2.22132  C9 1.401, H21 1.010, H23 0.999
4 N 0.27955 1.21559 0.53495  C6 1.384, C12 1.364, H25 1.000
5 C 1.46567 -2.23842 0.64287  N2 1.324, H19 1.161, H22 1.140
6 C -0.98188 1.50646 1.02360  N4 1.384, C8 1.363, H14 1.051
7 C -2.00110 0.46599 -0.88623  C8 1.425, C10 1.380, H24 1.044
8 C -2.11333 1.20668 0.32598  C6 1.363, C7 1.425, C11 1.516
9 C 1.70254 -0.02434 -0.95179  I1 2.175, N3 1.401, C12 1.371
10 C -0.73373 0.11198 -1.30148  C7 1.380, C12 1.459, H16 0.986
11 C -3.48028 1.69408 0.76290  C8 1.516, H13 1.169, H15 1.198, H18 1.101
12 C 0.48959 0.52143 -0.61990  N4 1.364, C9 1.371, C10 1.459
13 H -3.72283 1.78472 1.90336  C11 1.169
14 H -1.16658 1.94387 1.96093  C6 1.051
15 H -3.65732 2.79827 0.33446  C11 1.198
16 H -0.71998 -0.52750 -2.05147  C10 0.986
17 H 3.51816 -2.28229 0.98107  N2 0.993
18 H -4.21074 0.93858 0.43490  C11 1.101
19 H 0.46699 -2.29081 1.23264  C5 1.161
20 H 2.52334 -2.53076 2.34152  N2 1.030
21 H 1.72159 -0.08782 -3.08123  N3 1.010
22 H 1.44513 -2.27528 -0.49668  C5 1.140
23 H 2.93600 -0.92441 -2.18239  N3 0.999
24 H -2.79605 0.11576 -1.46480  C7 1.044
25 H 0.98891 1.19949 1.23949  N4 1.000

Löwdin atomic charge list, values in e, 8 entries: 0.908, 0.079, 0.015, 0.074, 0.027, -0.016, 0.020, -0.279

# C5H8O

C5H8O in the gas phase (ωB97M-V/def2-TZVPD, the OMol25 dataset).

highest occupied orbital energy = -0.335 Ha
spin multiplicity = 1
SMILES = C[C@@H]1C=CCO1

Each atom is followed by the atoms it is bonded to, with distances in Å.
Atoms and positions in Å:
1 O -0.09225 -0.33256 -1.23931  C3 1.451, C6 1.437
2 C 0.46875 -0.14051 0.99290  C5 1.323, C6 1.496, H12 1.081
3 C 1.35326 -0.38096 -1.12630  O1 1.451, C5 1.501, H8 1.095, H10 1.109
4 C -1.77636 0.70293 0.24654  C6 1.532, H9 1.099, H11 1.094, H13 1.095
5 C 1.61369 -0.12779 0.33023  C2 1.323, C3 1.501, H14 1.084
6 C -0.68696 -0.35887 0.06884  O1 1.437, C2 1.496, C4 1.532, H7 1.106
7 H -1.12182 -1.35020 0.29482  C6 1.106
8 H 1.63940 -1.36989 -1.50019  C3 1.095
9 H -2.04191 0.78306 1.31000  C4 1.099
10 H 1.93931 0.33413 -1.73818  C3 1.109
11 H -1.40456 1.67748 -0.08270  C4 1.094
12 H 0.32629 -0.01244 2.05702  C2 1.081
13 H -2.69372 0.47183 -0.30449  C4 1.095
14 H 2.57389 0.13950 0.75545  C5 1.084

Löwdin atomic charge list, values in e, 8 entries: -0.105, -0.062, -0.177, -0.042, -0.062, -0.392, 0.146, 0.115

# HN2O3S

A gas-phase ion, HN2O3S (charge -1) (ωB97M-V/def2-TZVPD, the OMol25 dataset).

highest occupied orbital energy = -0.158 Ha
spin multiplicity = 1
net charge = -1

Each atom is followed by the atoms it is bonded to, with distances in Å.
Atoms and positions in Å:
1 S -1.26526 -0.23995 -0.30836  O2 1.464, O3 1.503, N6 2.005
2 O -1.40883 0.75486 0.75651  S1 1.464
3 O -1.20175 0.35690 -1.68661  S1 1.503
4 O 1.08436 -1.75927 0.32198  N6 1.199
5 N 1.29520 0.37564 0.53365  N6 1.273, H7 0.968
6 N 0.62716 -0.65715 0.20544  S1 2.005, O4 1.199, N5 1.273
7 H 0.86912 1.16897 0.17739  N5 0.968

Calculated atomic charges, method Löwdin, unit e: 0.711, -0.542, -0.558, -0.121, 0.051, -0.518, -0.024

Strongest force on any atom per entry: 4.787 2.518 2.194 4.566 0.970 3.775 eV/Å
Energy above the lowest of the compared OMol25 structures with the same formula, charge and spin per entry: 479.96 603.22 181.22 207.53 113.60 302.35 kJ/mol
Calculated total energy per entry: -1421.06368 -397.60694 -1802.35947 -774.25963 -270.51462 -734.00099 Ha